10 unconnected molecules or ions with the total composition C36H92O30S8 in a non-equilibrium geometry, computed with ωB97M-V/def2-TZVPD.

Frontier orbital gap   9.6380 eV
LUMO energy   0.0038 Eh
Energy above the lowest of the compared OMol25 structures with the same formula, charge and spin   825.2 kJ/mol
HOMO   -0.3504 Eh
SMILES   CCOS(C)(=O)=O.CCOS(C)(=O)=O.CCOS(C)(=O)=O.CCOS(C)(=O)=O.CCOS(C)(=O)=O.CCOS(C)(=O)=O.CCOS(C)(=O)=O.CCOS(C)(=O)=O.COCCOCCOC.COCCOCCOC
Energy   -186915.109 eV

The geometry in ORCA input format:
```
! RIJCOSX wB97M-V def2-TZVPD def2/J DEFGRID3
* xyz 0 1
C -17.242 -1.232 -14.358
C -18.688 -0.707 -14.480
O -19.025 0.147 -13.356
S -20.630 0.681 -13.041
C -21.351 -0.864 -12.336
O -20.553 1.570 -11.879
O -21.246 0.970 -14.306
H -16.602 -0.479 -13.899
H -16.961 -1.680 -15.311
H -17.219 -2.097 -13.695
H -18.684 0.036 -15.277
H -19.420 -1.483 -14.704
H -21.023 -1.625 -13.043
H -22.425 -0.697 -12.253
H -20.907 -0.847 -11.340
C -27.028 5.474 -20.716
C -25.604 4.973 -20.854
O -24.692 6.005 -21.466
S -23.081 5.561 -21.639
C -22.507 5.928 -19.914
O -22.964 4.110 -21.856
O -22.524 6.465 -22.645
H -27.672 5.135 -21.528
H -27.176 6.551 -20.800
H -27.582 5.172 -19.828
H -25.286 4.639 -19.866
H -25.607 4.122 -21.535
H -22.780 6.946 -19.638
H -21.425 5.916 -20.043
H -22.858 5.098 -19.300
C -31.148 -3.800 -11.507
C -31.913 -4.859 -10.746
O -31.399 -6.044 -11.318
S -32.365 -6.934 -12.310
C -32.670 -5.771 -13.741
O -31.499 -8.023 -12.812
O -33.602 -7.219 -11.571
H -31.155 -2.880 -10.922
H -31.614 -3.310 -12.362
H -30.137 -4.149 -11.717
H -31.553 -4.961 -9.722
H -33.002 -4.826 -10.735
H -32.904 -4.778 -13.358
H -33.423 -6.261 -14.359
H -31.648 -5.795 -14.117
C -30.195 -6.754 -20.399
C -28.939 -7.553 -20.870
O -29.168 -8.850 -20.324
S -28.911 -10.166 -21.328
C -28.906 -11.474 -19.987
O -30.042 -10.326 -22.172
O -27.559 -10.082 -21.881
H -30.192 -5.725 -20.758
H -30.116 -6.744 -19.312
H -31.140 -7.269 -20.572
H -28.776 -7.588 -21.948
H -28.021 -7.228 -20.381
H -28.696 -12.431 -20.464
H -29.948 -11.375 -19.679
H -28.273 -11.071 -19.197
C -27.820 -13.880 -12.153
C -28.360 -13.748 -10.686
O -27.441 -13.807 -9.611
S -27.855 -14.413 -8.154
C -29.092 -13.206 -7.588
O -28.433 -15.723 -8.352
O -26.733 -14.252 -7.229
H -28.102 -13.087 -12.846
H -28.161 -14.840 -12.543
H -26.751 -14.014 -12.321
H -29.011 -12.874 -10.704
H -29.111 -14.516 -10.501
H -28.603 -12.272 -7.309
H -29.538 -13.643 -6.695
H -29.806 -13.021 -8.390
C -35.905 2.582 -5.838
C -36.982 3.476 -6.601
O -38.013 3.919 -5.715
S -39.321 4.683 -6.524
C -40.364 3.274 -6.953
O -39.961 5.491 -5.504
O -38.853 5.405 -7.683
H -35.320 3.072 -5.060
H -35.377 2.026 -6.612
H -36.376 1.841 -5.192
H -36.487 4.343 -7.040
H -37.471 2.925 -7.404
H -41.300 3.575 -7.423
H -40.477 2.696 -6.036
H -39.752 2.712 -7.658
C -24.580 -8.298 -9.642
C -23.373 -9.338 -9.697
O -22.103 -8.958 -10.028
S -21.673 -8.438 -11.562
C -19.815 -8.674 -11.394
O -22.232 -9.370 -12.483
O -21.895 -7.006 -11.579
H -24.280 -7.537 -8.921
H -25.594 -8.677 -9.517
H -24.654 -7.669 -10.529
H -23.344 -9.643 -8.651
H -23.548 -10.198 -10.344
H -19.572 -9.561 -10.809
H -19.343 -7.801 -10.943
H -19.420 -8.725 -12.409
C -27.209 4.026 -8.289
C -28.253 4.634 -7.303
O -29.472 4.899 -7.875
S -29.813 6.443 -8.475
C -29.949 7.388 -6.822
O -28.631 6.888 -9.177
O -31.179 6.418 -8.997
H -27.123 4.598 -9.213
H -27.503 2.996 -8.492
H -26.202 4.018 -7.872
H -28.258 3.881 -6.515
H -27.645 5.497 -7.035
H -30.304 8.376 -7.115
H -28.999 7.335 -6.289
H -30.779 7.083 -6.185
C -27.144 -5.303 -15.118
O -27.148 -3.963 -15.690
C -26.131 -2.981 -15.243
C -26.600 -1.639 -15.799
O -27.242 -0.930 -14.776
C -27.850 0.355 -15.153
C -28.754 0.969 -14.047
O -29.920 0.311 -14.106
C -30.870 0.815 -13.122
H -26.960 -5.301 -14.044
H -26.307 -5.876 -15.516
H -28.058 -5.872 -15.291
H -25.253 -3.278 -15.816
H -26.009 -2.904 -14.162
H -27.290 -1.747 -16.637
H -25.830 -0.971 -16.183
H -28.414 0.245 -16.079
H -27.096 1.119 -15.343
H -28.777 2.046 -14.212
H -28.314 0.891 -13.052
H -31.061 1.888 -13.111
H -30.701 0.621 -12.063
H -31.858 0.374 -13.251
C -26.050 16.282 -11.549
O -24.865 15.639 -12.220
C -24.965 14.259 -12.537
C -25.537 13.989 -13.917
O -25.759 12.639 -14.042
C -26.505 12.307 -15.291
C -26.847 10.821 -15.279
O -25.620 9.949 -15.394
C -25.020 9.569 -14.223
H -26.658 16.900 -12.210
H -25.758 16.928 -10.721
H -26.620 15.463 -11.111
H -25.452 13.745 -11.709
H -23.973 13.821 -12.645
H -24.789 14.221 -14.676
H -26.471 14.549 -13.959
H -26.008 12.616 -16.211
H -27.431 12.874 -15.387
H -27.498 10.717 -16.147
H -27.435 10.664 -14.375
H -24.208 8.842 -14.247
H -25.775 9.144 -13.563
H -24.775 10.391 -13.551
*
```

---

9 unconnected molecules or ions with the total composition C36H93N3O12 in a non-equilibrium geometry, computed with ωB97M-V/def2-TZVPD.

Frontier orbital gap (alpha / beta)   8.8484 / 3.8603 eV
LUMO energy (alpha / beta)   -0.0778 / -0.2611 Eh
⟨S²⟩   0.754
Energy above the lowest of the compared OMol25 structures with the same formula, charge and spin   375.8 kJ/mol
HOMO (alpha / beta)   -0.4030 / -0.4030 Eh
Energy   -67863.626 eV

The geometry in ORCA input format:
```
! RIJCOSX wB97M-V def2-TZVPD def2/J DEFGRID3
* xyz 1 2
C 5.068 -2.596 -1.465
O 4.340 -3.726 -1.929
C 3.625 -3.539 -3.277
C 2.787 -2.254 -3.253
N 1.867 -2.138 -4.329
C 0.732 -1.206 -4.134
C -0.247 -1.675 -2.994
O 0.157 -0.906 -1.797
C -0.460 -1.233 -0.581
H 4.585 -1.621 -1.398
H 5.975 -2.520 -2.066
H 5.340 -2.886 -0.451
H 2.949 -4.378 -3.438
H 4.410 -3.428 -4.026
H 3.414 -1.363 -3.260
H 2.298 -2.227 -2.279
H 2.390 -1.870 -5.151
H 0.187 -1.028 -5.061
H 1.160 -0.217 -3.976
H -0.209 -2.738 -2.756
H -1.285 -1.435 -3.228
H -0.405 -2.297 -0.353
H -1.482 -0.903 -0.766
H -0.130 -0.637 0.270
C -0.615 1.006 2.893
O -1.763 1.803 3.159
C -1.564 2.722 4.207
C -2.660 3.593 4.650
N -2.070 4.673 5.394
C -1.612 4.356 6.749
C -2.749 4.162 7.801
O -2.304 4.350 9.166
C -3.301 4.735 10.073
H -0.900 0.350 2.070
H -0.439 0.431 3.802
H 0.229 1.641 2.625
H -0.714 3.187 3.707
H -1.185 2.160 5.060
H -3.423 3.046 5.202
H -3.080 3.938 3.705
H -2.844 5.269 5.651
H -1.047 5.192 7.162
H -1.013 3.451 6.849
H -3.179 3.163 7.732
H -3.655 4.766 7.755
H -3.919 5.572 9.749
H -2.654 5.014 10.905
H -3.982 3.928 10.343
C 3.126 2.190 2.078
O 2.801 2.604 0.730
C 2.315 1.590 -0.188
C 2.232 2.229 -1.607
N 1.201 3.264 -1.557
C -0.161 2.842 -1.346
C -1.135 4.088 -1.066
O -0.765 5.044 -0.028
C -1.169 4.543 1.273
H 2.237 2.050 2.694
H 3.729 2.866 2.685
H 3.723 1.277 2.083
H 1.453 1.040 0.188
H 3.084 0.832 -0.333
H 2.046 1.382 -2.268
H 3.141 2.668 -2.018
H 1.483 3.965 -0.887
H -0.153 2.113 -0.535
H -0.382 2.267 -2.246
H -2.204 3.874 -1.039
H -1.009 4.768 -1.908
H -2.208 4.217 1.224
H -1.146 5.401 1.945
H -0.464 3.772 1.586
C 7.606 -0.355 -5.187
C 7.332 0.507 -3.957
C 8.269 0.052 -2.791
O 7.698 1.799 -4.345
H 7.601 -1.389 -4.842
H 8.617 -0.186 -5.559
H 6.890 -0.220 -5.997
H 6.291 0.426 -3.645
H 9.304 0.080 -3.131
H 7.960 -0.966 -2.554
H 8.126 0.665 -1.902
H 8.513 1.721 -4.846
C 4.493 -1.877 2.816
C 3.018 -2.143 3.271
C 3.135 -2.532 4.769
O 2.324 -0.888 3.263
H 4.937 -2.667 2.211
H 5.231 -1.681 3.594
H 4.648 -0.967 2.236
H 2.394 -2.806 2.672
H 2.221 -2.228 5.279
H 3.936 -2.018 5.300
H 3.307 -3.608 4.802
H 2.745 -0.349 3.937
C -4.533 2.187 1.537
C -5.342 0.961 1.016
C -4.417 -0.302 1.013
O -6.379 0.503 1.910
H -5.069 3.084 1.228
H -3.553 2.093 1.070
H -4.506 2.056 2.619
H -5.854 1.200 0.084
H -4.942 -1.245 0.862
H -3.866 -0.356 1.952
H -3.695 -0.370 0.199
H -7.194 0.961 1.690
C 1.775 -5.258 -6.676
C 0.216 -5.213 -6.705
C -0.298 -4.300 -5.642
O -0.068 -4.641 -8.011
H 2.119 -5.717 -7.604
H 2.106 -5.924 -5.880
H 2.228 -4.268 -6.628
H -0.197 -6.220 -6.635
H -1.355 -4.457 -5.427
H -0.305 -3.262 -5.973
H 0.353 -4.200 -4.774
H -0.811 -4.052 -7.857
C -3.954 0.953 -2.691
C -5.222 1.712 -2.911
C -5.157 3.123 -2.411
O -5.438 1.781 -4.344
H -3.183 1.586 -3.130
H -3.936 -0.038 -3.145
H -3.800 0.902 -1.613
H -6.075 1.162 -2.513
H -5.008 3.201 -1.334
H -6.059 3.621 -2.767
H -4.317 3.631 -2.885
H -6.282 2.171 -4.581
C -2.697 -5.192 0.470
C -3.318 -4.590 1.756
C -4.809 -4.783 1.825
O -2.804 -5.196 2.868
H -3.309 -4.763 -0.323
H -2.755 -6.280 0.513
H -1.657 -4.955 0.250
H -3.095 -3.525 1.829
H -5.291 -4.251 1.005
H -5.181 -4.533 2.819
H -5.167 -5.802 1.680
H -2.900 -6.137 2.702
*
```

---

12 unconnected molecules or ions with the total composition C36H96O36S12 in a non-equilibrium geometry, computed with ωB97M-V/def2-TZVPD.

Frontier orbital gap   10.7259 eV
LUMO energy   -0.0084 Eh
Energy above the lowest of the compared OMol25 structures with the same formula, charge and spin   369.0 kJ/mol
HOMO   -0.4026 Eh
SMILES   CCOS(C)(=O)=O.CCOS(C)(=O)=O.CCOS(C)(=O)=O.CCOS(C)(=O)=O.CCOS(C)(=O)=O.CCOS(C)(=O)=O.CCOS(C)(=O)=O.CCOS(C)(=O)=O.CCOS(C)(=O)=O.CCOS(C)(=O)=O.CCOS(C)(=O)=O.CCOS(C)(=O)=O
Energy   -242615.003 eV

The geometry in ORCA input format:
```
! RIJCOSX wB97M-V def2-TZVPD def2/J DEFGRID3
* xyz 0 1
C 8.810 2.033 -2.511
C 7.507 1.481 -3.089
O 6.475 1.266 -2.125
S 5.639 2.561 -1.675
C 4.394 2.660 -2.988
O 4.967 2.183 -0.473
O 6.470 3.717 -1.761
H 8.985 1.587 -1.536
H 8.793 3.120 -2.471
H 9.618 1.823 -3.214
H 7.138 2.101 -3.913
H 7.779 0.578 -3.635
H 3.749 1.819 -2.725
H 4.968 2.345 -3.853
H 3.865 3.587 -2.814
C -2.062 -1.287 -0.225
C -1.086 -0.105 -0.262
O 0.103 -0.464 -0.960
S 1.493 -0.650 -0.181
C 1.944 1.065 0.234
O 1.159 -1.398 0.995
O 2.458 -1.146 -1.107
H -1.549 -2.174 0.153
H -2.465 -1.551 -1.198
H -2.882 -1.144 0.481
H -1.554 0.694 -0.834
H -0.963 0.146 0.790
H 2.455 1.241 -0.703
H 2.563 0.917 1.118
H 1.050 1.597 0.539
C -4.222 -6.439 4.414
C -3.191 -5.761 3.526
O -3.368 -6.250 2.162
S -2.218 -5.796 1.133
C -2.394 -7.206 0.039
O -2.610 -4.607 0.439
O -0.949 -5.903 1.783
H -5.137 -6.623 3.850
H -4.409 -5.807 5.276
H -3.845 -7.433 4.653
H -3.309 -4.675 3.567
H -2.170 -6.028 3.791
H -1.433 -7.274 -0.461
H -3.300 -7.081 -0.546
H -2.560 -8.076 0.670
C 6.932 1.771 6.402
C 7.159 1.713 4.906
O 5.899 1.488 4.264
S 5.608 1.946 2.773
C 6.408 0.700 1.800
O 4.195 1.831 2.570
O 6.237 3.206 2.542
H 6.381 0.894 6.748
H 6.215 2.568 6.633
H 7.864 2.026 6.897
H 7.640 2.641 4.591
H 7.837 0.898 4.638
H 7.364 0.614 2.324
H 6.490 1.024 0.773
H 5.914 -0.267 1.854
C -5.288 3.624 0.200
C -3.840 3.265 0.433
O -3.752 3.388 1.869
S -2.343 3.061 2.557
C -2.863 3.274 4.275
O -1.973 1.705 2.282
O -1.405 4.087 2.216
H -5.568 4.611 0.582
H -6.011 3.059 0.797
H -5.650 3.572 -0.827
H -3.597 2.290 0.005
H -3.158 3.965 -0.047
H -2.075 3.836 4.766
H -3.045 2.285 4.682
H -3.773 3.868 4.304
C -0.986 -3.447 -4.410
C -2.298 -2.772 -4.675
O -3.124 -3.504 -5.584
S -4.657 -3.784 -5.185
C -5.356 -2.198 -5.593
O -5.133 -4.722 -6.143
O -4.721 -4.060 -3.785
H -1.041 -4.482 -4.076
H -0.275 -2.928 -3.772
H -0.397 -3.463 -5.340
H -2.821 -2.729 -3.718
H -2.237 -1.743 -5.038
H -5.204 -1.983 -6.643
H -4.897 -1.513 -4.876
H -6.409 -2.141 -5.318
C -5.385 -2.514 2.984
C -5.378 -3.076 1.567
O -6.732 -3.339 1.176
S -7.044 -4.853 0.717
C -5.897 -4.998 -0.656
O -6.660 -5.758 1.752
O -8.374 -4.771 0.219
H -4.561 -1.818 3.165
H -5.229 -3.343 3.679
H -6.296 -2.012 3.302
H -4.840 -2.397 0.904
H -4.825 -4.015 1.536
H -4.897 -5.180 -0.274
H -5.959 -4.114 -1.289
H -6.162 -5.782 -1.366
C 5.586 -3.866 -8.093
C 5.765 -2.839 -6.975
O 5.369 -3.339 -5.695
S 5.661 -2.439 -4.397
C 3.999 -1.867 -4.092
O 6.003 -3.370 -3.378
O 6.515 -1.350 -4.765
H 6.465 -4.465 -8.307
H 5.205 -3.297 -8.939
H 4.805 -4.597 -7.866
H 6.855 -2.703 -6.923
H 5.492 -1.822 -7.264
H 3.457 -2.795 -4.259
H 3.741 -1.140 -4.859
H 3.901 -1.440 -3.098
C 0.468 6.750 4.968
C 0.583 6.891 3.458
O 1.750 6.183 3.028
S 1.985 6.093 1.436
C 2.320 4.344 1.423
O 0.757 6.391 0.758
O 3.187 6.796 1.143
H 0.925 7.560 5.539
H 0.969 5.814 5.222
H -0.547 6.736 5.367
H -0.312 6.451 3.018
H 0.612 7.941 3.169
H 2.464 3.957 0.417
H 1.516 3.798 1.911
H 3.233 4.235 2.004
C 2.345 -0.664 4.093
C 3.327 -1.139 5.131
O 2.552 -1.461 6.310
S 3.242 -1.154 7.732
C 3.149 0.631 7.683
O 2.411 -1.679 8.755
O 4.617 -1.537 7.620
H 1.575 -1.374 3.789
H 2.884 -0.543 3.150
H 1.863 0.250 4.436
H 3.839 -2.044 4.798
H 4.108 -0.411 5.353
H 3.460 0.998 6.710
H 3.754 1.114 8.449
H 2.109 0.876 7.893
C 0.460 1.279 -4.101
C -0.709 2.228 -4.270
O -0.358 3.545 -3.803
S -0.422 3.798 -2.207
C -0.410 5.587 -2.267
O -1.680 3.332 -1.704
O 0.790 3.251 -1.684
H 1.333 1.536 -4.702
H 0.188 0.268 -4.431
H 0.798 1.111 -3.079
H -0.918 2.297 -5.335
H -1.619 1.900 -3.764
H 0.145 5.874 -3.157
H 0.129 5.888 -1.370
H -1.436 5.915 -2.389
C -6.298 0.064 0.770
C -6.140 0.182 -0.725
O -7.412 0.635 -1.235
S -7.834 0.385 -2.783
C -6.749 1.650 -3.498
O -7.425 -0.934 -3.169
O -9.183 0.805 -2.898
H -7.046 -0.693 1.019
H -6.674 0.957 1.266
H -5.340 -0.246 1.190
H -5.411 0.976 -0.925
H -5.794 -0.767 -1.134
H -7.151 1.939 -4.465
H -5.797 1.141 -3.629
H -6.714 2.473 -2.795
*
```